Entry 1:
Density functional theory data (ωB97M-V/def2-TZVPD) for an isolated molecule of CH2N2O2S in a non-equilibrium geometry.

relative energy (zero: lowest compared OMol25 entry of this formula, charge and spin)	6.603	eV
orbital gap	8.728	eV
SMILES	O=[N+]([O-])NC=S
LUMO level	-0.0358	Ha
electronic energy	-697.30830	Eh
highest occupied orbital energy	-9.701	eV

CARTESIAN COORDINATES (ANGSTROEM)
1 O 1.742 -1.122 -0.064
2 N 1.372 0.026 -0.121
3 O 2.025 1.050 -0.303
4 N 0.026 0.299 0.029
5 C -1.144 -0.429 0.273
6 S -2.498 0.179 -0.228
7 H -0.273 1.450 -0.333
8 H -1.251 -1.455 0.746



Entry 2:
Density functional theory data (ωB97M-V/def2-TZVPD) for a cluster of 2 separate species, CH2N2O2S in total in a non-equilibrium geometry.

relative energy (zero: lowest compared OMol25 entry of this formula, charge and spin)	5.576	eV
orbital gap	8.487	eV
SMILES	O=NN=C=S.O
LUMO level	-0.0383	Ha
electronic energy	-697.34603	Eh
highest occupied orbital energy	-9.530	eV

CARTESIAN COORDINATES (ANGSTROEM)
1 O 3.405 2.008 0.340
2 N 3.346 0.988 -0.323
3 N 2.803 -0.071 0.248
4 C 2.473 -1.231 0.040
5 S 2.089 -2.712 0.057
6 O -0.435 -0.419 -0.657
7 H -0.667 0.459 -0.972
8 H -1.052 -1.167 -0.310



Entry 3:
Density functional theory data (ωB97M-V/def2-TZVPD) for an isolated molecule of CH2N2O2S in a non-equilibrium geometry.

relative energy (zero: lowest compared OMol25 entry of this formula, charge and spin)	6.998	eV
orbital gap	8.762	eV
SMILES	O=[N+]([O-])NC=S
LUMO level	-0.0524	Ha
electronic energy	-697.29377	Eh
highest occupied orbital energy	-10.187	eV

CARTESIAN COORDINATES (ANGSTROEM)
1 O 1.796 -0.394 -0.777
2 N 1.580 0.204 0.266
3 O 2.389 0.895 0.858
4 N 0.332 0.036 0.809
5 C -0.855 -0.727 -0.259
6 S -2.284 -0.083 -0.319
7 H 0.001 0.515 1.680
8 H -0.137 -1.202 -0.851